1.
This record from the Open Molecules 2025 dataset describes a molecular structure, C30H28N2RhSi in a non-equilibrium geometry. The level of theory is ωB97M-V/def2-TZVPD.

XYZ file:
```
62
Properties=species:S:1:pos:R:3:forces:R:3:mulliken_charge:R:1
C -1.2087 -1.5888 0.1615 -1.442 -1.991 -0.576 -0.437
C 0.1764 -1.9502 0.2622 0.395 -2.516 -0.445 -0.470
C 0.5468 -1.9749 1.6487 0.188 -2.921 1.046 -0.707
H 0.8252 -2.2192 -0.5673 -0.130 0.221 0.243 0.599
C -0.6365 -1.6662 2.4128 -0.619 -3.466 1.073 -0.466
C -1.7154 -1.4255 1.4955 -1.711 -2.075 0.692 -0.405
H -2.7486 -1.2046 1.7698 0.456 -0.008 -0.144 0.468
H -1.7776 -1.4723 -0.7621 0.169 -0.071 0.410 0.494
H 1.5273 -2.2317 2.0498 -0.397 0.003 -0.161 0.377
H -0.6959 -1.6830 3.4993 -0.061 0.180 -0.391 0.619
Rh -0.1583 -0.1806 1.1452 2.633 12.329 -1.364 0.194
C 0.9908 0.3480 -1.5877 0.598 0.286 -1.806 -0.541
H 1.5117 -0.2533 -0.8443 -0.113 0.111 -0.198 0.102
H -0.0941 0.2189 -1.6009 0.118 -0.177 0.170 -0.179
H 1.2209 1.4080 -1.4435 0.069 -0.091 0.062 0.518
Si 1.5963 -0.2510 -3.5453 -0.277 1.102 3.251 -0.032
C 1.1697 1.1709 -4.6703 -0.829 -0.451 -0.496 0.854
C 1.0133 0.9391 -6.0484 0.020 0.593 -0.100 -0.442
H 1.1299 -0.0732 -6.4383 0.038 0.292 -0.022 0.291
C 0.7165 1.9918 -6.9224 -0.005 -0.023 0.211 -0.647
H 0.6424 1.7950 -7.9937 -0.046 0.101 0.328 0.367
C 0.5253 3.2851 -6.4214 0.126 -0.276 0.235 -0.403
H 0.2948 4.1113 -7.0965 0.077 -0.273 0.202 0.374
C 0.6340 3.5152 -5.0440 0.083 -0.248 -0.015 -0.660
H 0.4846 4.5193 -4.6449 0.021 -0.267 -0.123 0.380
C 0.9456 2.4644 -4.1719 0.037 0.043 -0.409 -0.224
H 1.0228 2.6471 -3.1019 0.006 0.096 -0.262 0.189
C 3.4456 -0.4974 -3.4417 0.265 -0.341 -0.021 0.842
C 4.2151 -0.5202 -4.6209 0.269 -0.338 0.206 -0.510
H 3.7690 -0.2100 -5.5681 0.083 -0.200 0.215 0.306
C 5.5505 -0.9477 -4.5983 -0.086 0.177 0.189 -0.583
H 6.1210 -1.0064 -5.5240 -0.154 0.074 0.180 0.374
C 6.1609 -1.2998 -3.3900 -0.466 0.020 -0.016 -0.423
H 7.1950 -1.6543 -3.3684 -0.380 0.156 -0.035 0.365
C 5.4292 -1.1961 -2.2023 -0.115 0.225 0.026 -0.576
H 5.9047 -1.4476 -1.2522 -0.143 0.124 -0.265 0.369
C 4.0929 -0.7737 -2.2215 0.255 -0.233 -0.328 -0.256
H 3.5505 -0.6548 -1.2812 0.172 -0.229 -0.263 0.141
H 0.9318 -1.6952 -4.1169 -0.018 0.847 0.881 0.074
H 1.4395 -1.3856 -4.7666 0.627 -0.670 -2.049 -0.011
C -2.7979 3.3072 -0.3341 -0.113 -0.031 -0.163 -0.873
C -1.9234 2.2118 -0.2671 0.218 -0.030 1.282 -0.198
N -1.4102 1.7962 0.9030 0.166 0.370 -0.566 0.191
C -1.7082 2.4696 2.0439 -0.386 0.288 -0.548 -0.080
C -2.6509 3.5395 2.0577 0.767 -0.890 0.051 1.245
C -3.1942 3.9463 0.8260 0.147 -0.102 -0.141 -0.614
C -2.9750 4.1336 3.3165 0.308 0.044 1.028 -0.957
C -2.3777 3.7222 4.4845 -0.648 0.568 -0.479 -0.934
C -1.4000 2.6782 4.5058 0.345 -0.484 -0.915 1.273
C -0.7745 2.1939 5.6738 0.073 -0.126 -0.220 -0.570
C 0.1537 1.1689 5.5733 -0.083 0.135 0.173 -0.788
C 0.4674 0.6429 4.3148 -0.471 0.564 -0.496 -0.242
N -0.1127 1.0876 3.1949 0.004 -0.322 0.416 -0.282
C -1.0432 2.0692 3.2676 0.033 -0.139 0.602 0.110
H -3.1567 3.6170 -1.3148 -0.008 -0.019 0.314 0.429
H -1.6121 1.6578 -1.1528 -0.168 0.195 0.216 0.423
H -3.9040 4.7739 0.8098 0.175 -0.209 -0.087 0.429
H -3.7068 4.9406 3.3180 0.166 -0.171 0.127 0.382
H -2.6314 4.1912 5.4382 -0.020 -0.081 -0.358 0.378
H -1.0548 2.6354 6.6304 0.174 -0.194 -0.159 0.429
H 0.6469 0.7377 6.4438 -0.182 0.267 -0.143 0.394
H 1.1940 -0.1663 4.2158 -0.209 0.257 -0.064 0.532
```
Forces are in eV/Å.

Computed properties:
HOMO level (alpha / beta) = -8.194 / -11.181 eV
spin multiplicity = 5
LUMO energy (alpha / beta) = -3.3 / -4.8 eV
orbital gap (alpha / beta) = 4.899 / 6.398 eV
ΔE to the lowest compared entry with this formula, charge and spin = 0.00 kcal per mole
net charge = +1

***

2.
This record from the Open Molecules 2025 dataset describes a molecular structure, C30H28N3OPPtSSbSe4 in a non-equilibrium geometry. The level of theory is ωB97M-V/def2-TZVPD.

XYZ file:
```
70
Properties=species:S:1:pos:R:3:forces:R:3:mulliken_charge:R:1
Pt 0.7562 0.4144 -2.0454 -1.157 -0.800 0.257 1.379
Se 4.5377 3.8480 -0.5294 -0.382 0.189 -0.133 -0.728
Sb 3.1521 3.1268 -2.4502 -0.441 -1.144 -0.835 0.514
Se 3.0549 0.5309 -2.3380 0.397 0.536 -0.221 -0.566
Se 0.3505 2.5363 -2.9093 1.628 1.272 0.467 -0.607
Se 4.2778 3.7375 -4.4874 -0.272 0.180 0.195 -0.629
O -1.4566 0.2785 -1.4692 0.213 0.064 0.037 -0.939
P -2.1779 0.6726 -0.2102 -0.006 -0.049 -0.188 1.381
C -2.0074 -0.5720 1.0776 0.094 -0.044 0.044 0.307
C -1.9954 -0.2550 2.4325 0.021 -0.025 -0.043 -0.012
C -1.8321 -1.2605 3.3746 -0.001 0.019 -0.010 -0.663
C -1.6782 -2.5775 2.9648 0.013 -0.013 -0.035 -0.634
C -1.6982 -2.8982 1.6130 -0.023 0.073 -0.006 -0.561
C -1.8633 -1.8964 0.6677 -0.035 -0.005 0.089 -0.426
C -1.8047 2.2833 0.5008 -0.041 0.146 0.061 -0.109
C -2.8351 3.0553 1.0454 0.110 -0.048 -0.028 -0.411
C -2.5666 4.3156 1.5581 0.008 -0.021 0.030 -0.738
C -1.2759 4.8256 1.4984 -0.001 -0.023 -0.007 -0.683
C -0.2493 4.0654 0.9558 -0.072 0.026 0.052 -1.114
C -0.5044 2.7874 0.4813 -0.027 -0.103 0.022 -0.084
C -3.9433 0.7339 -0.5956 -0.077 -0.082 -0.062 -0.294
C -4.9258 0.2346 0.2548 0.009 0.033 -0.073 0.002
C -6.2602 0.2702 -0.1309 0.016 0.016 0.043 -0.741
C -6.6132 0.8027 -1.3621 0.041 0.018 -0.003 -0.457
C -5.6353 1.3103 -2.2098 0.011 0.016 0.030 -0.662
C -4.3023 1.2771 -1.8297 -0.009 0.002 0.040 -0.448
H -2.0838 0.7794 2.7430 0.047 -0.024 0.019 0.391
H -1.7961 -1.0131 4.4276 -0.004 0.009 -0.009 0.401
H -1.5236 -3.3567 3.7011 -0.024 0.010 -0.003 0.383
H -1.5695 -3.9246 1.2935 0.002 0.003 0.000 0.458
H -1.8692 -2.1294 -0.3907 0.052 -0.007 0.000 0.372
H -3.8467 2.6699 1.0687 -0.017 0.052 -0.018 0.392
H -3.3663 4.9002 1.9953 0.005 0.010 -0.034 0.412
H -1.0705 5.8208 1.8741 -0.003 -0.012 -0.016 0.384
H 0.7527 4.4716 0.8854 0.004 0.004 -0.017 0.587
H 0.2999 2.1738 0.1023 0.007 0.038 -0.153 0.988
H -4.6475 -0.1836 1.2151 -0.014 -0.036 -0.028 0.401
H -7.0234 -0.1206 0.5308 0.014 -0.003 -0.011 0.408
H -7.6530 0.8223 -1.6631 -0.004 0.006 -0.004 0.371
H -5.9125 1.7316 -3.1681 0.011 -0.014 0.011 0.409
H -3.5281 1.6638 -2.4834 -0.027 -0.042 -0.008 0.481
N 2.6692 2.3820 1.7912 0.051 -0.150 0.024 -0.308
C 2.7810 1.0753 1.4639 -0.149 0.143 0.131 0.065
S 1.4376 0.0791 1.6273 -0.039 -0.245 0.322 -0.039
N 4.0097 0.7318 1.0207 0.145 -0.038 0.055 0.013
C 4.5278 -0.5236 0.6537 -0.095 0.100 0.040 0.259
C 4.1401 -1.7182 1.2481 -0.013 -0.081 0.064 -0.422
C 4.7065 -2.9134 0.8199 0.019 0.026 -0.036 -0.496
C 5.6794 -2.9281 -0.1689 -0.047 0.002 0.016 -0.596
C 6.0974 -1.7247 -0.7250 0.021 0.019 0.040 -0.542
C 5.5245 -0.5322 -0.3213 0.065 0.014 -0.024 -0.342
H 1.7296 2.7140 1.9258 -0.012 -0.090 0.058 0.223
H 3.3319 3.0379 1.3758 -0.034 0.046 -0.107 0.087
H 4.5499 1.5248 0.6724 -0.038 0.025 -0.052 0.050
H 3.4046 -1.7120 2.0389 -0.032 0.017 -0.058 0.581
H 4.3822 -3.8440 1.2724 0.020 0.023 0.019 0.411
H 6.1094 -3.8646 -0.5015 0.008 0.008 0.010 0.384
H 6.8655 -1.7140 -1.4885 -0.037 0.007 -0.006 0.378
H 5.8232 0.4074 -0.7757 -0.016 -0.061 0.012 0.465
C 0.4508 -4.4911 -1.8022 0.000 -0.013 -0.010 -0.348
C 0.1128 -3.7428 -2.9210 -0.024 0.017 -0.006 -0.679
C 0.2912 -2.3727 -2.8870 0.041 -0.097 0.148 -0.310
N 0.7677 -1.7326 -1.8066 -0.023 -0.149 -0.085 0.221
C 1.1094 -2.4552 -0.7383 0.106 0.057 -0.031 -0.245
C 0.9681 -3.8356 -0.7015 0.023 0.013 0.036 -0.787
H 0.3177 -5.5662 -1.7974 0.024 0.016 -0.003 0.400
H -0.2790 -4.2096 -3.8147 0.006 0.024 0.015 0.432
H 0.0586 -1.7547 -3.7411 -0.028 0.089 -0.010 0.424
H 1.5016 -1.8957 0.1023 0.001 0.018 -0.002 0.280
H 1.2652 -4.3739 0.1893 -0.008 0.033 -0.012 0.526
```
Forces are in eV/Å.

Computed properties:
HOMO level = -4.046 eV
LUMO energy = 1.8 eV
orbital gap = 5.888 eV
ΔE to the lowest compared entry with this formula, charge and spin = 28.10 kcal per mole
net charge = -1

***

3.
This record from the Open Molecules 2025 dataset describes a molecular structure, C30H28N5O4SY in a non-equilibrium geometry. The level of theory is ωB97M-V/def2-TZVPD.

XYZ file:
```
69
Properties=species:S:1:pos:R:3:forces:R:3:mulliken_charge:R:1
Y -0.1194 0.4302 0.7540 -0.236 0.018 -1.413 0.853
C -1.2772 -0.1411 -3.7661 0.099 -0.142 0.013 -0.165
C -2.1541 0.9386 -3.9594 -0.027 0.217 0.127 -1.366
C -2.2205 1.9269 -3.0176 -0.062 -0.081 -0.280 -0.789
C -1.4330 1.8310 -1.8538 0.211 0.341 0.277 0.759
N -0.6316 0.7361 -1.6393 -0.134 -0.038 -0.070 0.127
C -0.5255 -0.2028 -2.6113 -0.122 -0.032 -0.129 0.190
C -1.3829 2.8752 -0.8657 0.022 -0.521 -0.303 0.726
C -1.8844 4.1626 -1.0950 -0.116 0.520 0.242 -1.094
C -1.6908 5.1538 -0.1645 -0.149 -0.215 -0.401 -0.834
C -0.9984 4.8503 1.0226 0.166 -0.177 0.345 -1.028
C -0.5547 3.5671 1.2276 -0.258 0.408 -0.360 0.244
N -0.7292 2.5807 0.3100 -0.066 0.642 0.041 0.399
C 0.2006 3.1880 2.4328 0.317 -0.142 0.200 1.284
C 0.1585 3.9305 3.6108 -0.011 0.035 -0.067 -0.940
C 0.9096 3.5273 4.6957 0.061 -0.090 -0.038 -0.499
C 1.7053 2.3946 4.5799 -0.083 0.143 0.017 -0.960
C 1.6853 1.7057 3.3843 0.170 -0.107 0.045 0.143
N 0.9468 2.0701 2.3339 -0.315 0.214 0.092 -0.051
H -1.2316 -0.9297 -4.5009 0.103 0.074 0.007 0.373
H -2.7635 0.9907 -4.8523 -0.011 0.003 0.004 0.417
H -2.8723 2.7755 -3.1625 -0.035 -0.036 0.010 0.335
H -0.1460 -2.0318 -1.6199 0.092 -0.003 0.015 0.320
H -2.3948 4.3947 -2.0184 0.033 -0.024 -0.011 0.268
H -2.0412 6.1593 -0.3521 -0.012 -0.005 0.000 0.421
H -0.7972 5.6272 1.7456 -0.005 -0.031 0.017 0.354
H -0.4760 4.8017 3.6785 -0.021 -0.022 -0.006 0.347
H 0.8740 4.0857 5.6218 -0.006 -0.004 0.003 0.425
H 2.3072 2.0417 5.4048 0.032 -0.022 -0.033 0.432
H 2.2928 0.8166 3.2618 -0.067 -0.024 -0.022 0.360
O 3.9425 -1.3909 0.6826 0.036 -0.065 0.142 -0.566
C 2.6969 -0.9506 0.9591 -0.008 0.002 -0.067 0.779
O 2.1454 -0.1177 0.1726 -0.324 -0.158 0.171 -0.812
C 2.0524 -1.4363 2.1151 -0.067 -0.017 -0.203 0.213
C 2.6562 -2.1545 3.1745 0.042 -0.087 0.139 -1.065
C 1.9527 -2.3430 4.3322 0.068 0.016 -0.131 -0.383
C 0.6461 -1.8081 4.4583 -0.148 0.041 -0.049 -0.942
C 0.0941 -1.1751 3.3731 -0.131 -0.057 0.216 1.120
N 0.7335 -1.0343 2.2009 0.692 -0.557 1.031 0.303
C -1.2926 -0.5280 3.4158 0.053 -0.191 0.431 -0.070
O -2.0804 -0.8820 4.2787 0.028 0.105 -0.078 -0.708
O -1.5078 0.3300 2.4776 0.117 -0.123 0.020 -0.709
H 4.2097 -0.9706 -0.1433 0.012 0.106 -0.042 0.383
H 3.6752 -2.4995 3.0639 -0.016 -0.027 0.001 0.521
H 2.3931 -2.8790 5.1627 0.057 0.016 -0.018 0.436
H 0.0783 -1.8757 5.3743 -0.033 -0.038 -0.029 0.562
S -4.0778 -3.0992 0.7293 0.182 0.185 -0.095 -0.161
C -3.8393 -2.6741 -0.9139 -0.040 -0.093 0.173 -0.544
C -2.7859 -1.8297 -1.0186 -0.109 -0.015 -0.115 -0.513
N -2.1639 -1.5083 0.1661 0.275 0.244 0.075 0.347
C -2.7523 -2.1072 1.1621 -0.250 -0.258 0.036 -0.222
H -4.4760 -3.0552 -1.6943 0.040 0.032 -0.028 0.452
H -2.4362 -1.4061 -1.9471 -0.015 0.025 0.045 0.343
H -2.4862 -2.0122 2.2027 0.027 0.036 -0.024 0.293
C 0.1709 -3.2657 -3.8848 0.009 0.082 -0.014 -1.706
C 1.1088 -2.1730 -3.3615 -0.055 -0.061 0.009 1.972
C 2.3102 -2.8434 -2.6814 -0.074 -0.006 -0.030 -1.860
C 1.6467 -1.3239 -4.5183 -0.019 -0.016 0.121 -1.791
C 0.4097 -1.3373 -2.2671 -0.025 0.054 -0.030 -0.546
H 0.6461 -3.8391 -4.6837 0.008 0.004 0.003 0.465
H -0.7558 -2.8419 -4.2767 0.042 -0.130 -0.004 0.260
H -0.0880 -3.9572 -3.0797 -0.036 -0.009 -0.012 0.392
H 2.7859 -3.5566 -3.3581 0.002 -0.001 0.012 0.524
H 2.0064 -3.3783 -1.7781 0.015 0.007 0.000 0.341
H 3.0522 -2.0909 -2.4030 -0.002 -0.037 0.033 0.309
H 2.3374 -1.9231 -5.1155 0.004 0.016 -0.014 0.480
H 2.1906 -0.4560 -4.1383 0.008 0.008 -0.024 0.352
H 0.8600 -0.9676 -5.1790 -0.026 0.054 -0.010 0.372
H 1.1852 -0.8951 -1.6445 0.090 0.008 0.033 0.328
```
Forces are in eV/Å.

Computed properties:
HOMO level (alpha / beta) = -5.859 / -5.189 eV
LUMO energy (alpha / beta) = -0.1 / -0.1 eV
orbital gap (alpha / beta) = 5.716 / 5.101 eV
net charge = 0

***

4.
This record from the Open Molecules 2025 dataset describes a molecular structure, C30H28N6STc. The level of theory is ωB97M-V/def2-TZVPD.

XYZ file:
```
66
Properties=species:S:1:pos:R:3:forces:R:3:mulliken_charge:R:1
Tc -0.6803 0.7427 0.4899 -0.074 -0.220 -0.181 -1.674
C 0.2827 1.1432 3.3418 0.004 0.007 -0.082 -0.903
N -0.5754 0.2010 2.5679 0.156 -0.077 0.399 1.016
C -1.9956 0.2418 3.0251 -0.017 -0.001 0.014 -1.174
C -2.7979 -0.6259 2.0853 -0.083 0.070 0.179 0.654
C -3.9123 -1.3460 2.4722 0.096 0.070 -0.055 -0.983
C -4.5622 -2.1321 1.5280 0.038 0.029 -0.010 -0.397
C -4.0691 -2.1773 0.2335 0.046 0.044 0.000 -1.062
C -2.9475 -1.4306 -0.0804 -0.126 -0.144 -0.111 -0.323
N -2.3261 -0.6685 0.8248 0.287 0.043 -0.093 0.743
C -0.0437 -1.1881 2.8062 -0.015 0.048 -0.054 -1.566
C 0.6477 -1.7476 1.6021 0.139 -0.213 0.187 0.722
C 1.2156 -3.0124 1.6643 0.001 0.156 -0.052 -1.062
C 1.8526 -3.5227 0.5466 -0.062 0.094 0.040 -0.505
C 1.8871 -2.7424 -0.6006 -0.006 0.002 0.025 -0.933
C 1.2922 -1.4997 -0.5811 0.115 -0.001 -0.267 -0.220
N 0.6851 -0.9871 0.5010 -0.389 0.115 0.237 1.005
C 0.2659 2.5057 2.7351 -0.027 -0.036 0.052 0.067
C 0.5138 3.6509 3.4741 -0.028 -0.125 -0.077 -1.144
C 0.6157 4.8668 2.8198 -0.007 -0.039 -0.028 -0.559
C 0.4535 4.8879 1.4424 -0.006 -0.020 -0.005 -1.031
C 0.1858 3.7107 0.7765 -0.030 -0.015 -0.058 -0.307
N 0.0914 2.5191 1.3995 0.259 0.161 0.300 1.188
H 1.3091 0.7720 3.2780 -0.036 0.006 0.011 0.624
H -0.0047 1.1378 4.3955 0.005 0.049 -0.012 0.467
H -2.3256 1.2836 3.0052 -0.031 -0.031 -0.015 0.445
H -2.0686 -0.1069 4.0587 -0.041 -0.002 -0.027 0.613
H -4.2620 -1.2988 3.4940 -0.009 -0.003 0.036 0.560
H -5.4332 -2.7098 1.8045 -0.026 -0.010 0.012 0.477
H -4.5381 -2.7858 -0.5254 -0.007 -0.014 -0.026 0.484
H -2.5252 -1.4393 -1.0765 -0.012 -0.041 -0.007 0.555
H -0.8575 -1.8448 3.1140 -0.026 -0.002 -0.104 0.431
H 0.6543 -1.1529 3.6448 -0.074 -0.047 0.020 0.773
H 1.1536 -3.5813 2.5821 0.018 -0.020 0.020 0.542
H 2.3058 -4.5034 0.5692 0.014 -0.034 -0.008 0.466
H 2.3629 -3.0906 -1.5056 0.008 -0.004 -0.019 0.494
H 1.3028 -0.8868 -1.4703 0.017 -0.010 -0.008 0.476
H 0.6356 3.5778 4.5459 0.007 0.005 0.022 0.570
H 0.8184 5.7749 3.3706 0.002 0.021 0.009 0.481
H 0.5285 5.8076 0.8804 -0.003 0.014 -0.013 0.516
H 0.0386 3.7139 -0.2934 0.009 0.022 -0.004 0.553
C -5.3145 3.9461 -2.2072 -0.071 -0.005 -0.013 -1.252
C -4.2608 3.3365 -1.3641 0.022 0.034 0.258 0.700
C -4.2067 3.5019 0.0325 0.057 -0.058 -0.111 -1.234
C -3.2031 2.8814 0.7407 -0.018 0.101 -0.113 -0.074
N -2.2774 2.1334 0.1093 -0.072 -0.060 0.019 0.656
C -2.3930 2.0926 -1.2152 0.031 0.061 -0.245 0.656
S -1.1382 1.0503 -1.9768 -0.342 -0.316 0.107 -0.443
N -3.3035 2.6171 -1.9752 0.052 0.027 -0.019 -0.547
H -6.1946 4.2057 -1.6238 -0.004 0.018 -0.018 0.401
H -5.5817 3.2696 -3.0174 -0.003 0.025 -0.008 0.387
H -4.9205 4.8596 -2.6614 -0.006 0.002 -0.014 0.311
H -4.9489 4.0988 0.5415 -0.018 0.006 0.035 0.434
H -3.1192 2.9747 1.8150 -0.019 0.006 0.029 0.550
C 0.3066 1.3565 -0.9588 0.341 0.208 -0.138 -0.058
C 1.5618 1.6972 -1.5010 -0.041 0.094 0.017 1.943
C 1.7395 2.0221 -2.8649 0.035 0.054 -0.089 -0.385
C 2.9971 2.3202 -3.3415 -0.027 0.004 0.024 -0.982
C 4.0866 2.3060 -2.4727 -0.033 0.000 -0.016 -0.359
C 3.9291 1.9986 -1.1194 -0.023 -0.006 0.015 -0.950
C 2.6800 1.6970 -0.6322 0.037 -0.001 0.020 -0.197
H 0.8902 2.0486 -3.5351 -0.018 -0.025 -0.001 0.493
H 3.1403 2.5696 -4.3831 -0.011 0.001 -0.022 0.472
H 5.0717 2.5416 -2.8526 0.027 0.007 -0.010 0.470
H 4.7897 2.0013 -0.4663 0.010 -0.012 0.036 0.476
H 2.5350 1.4500 0.4114 0.008 -0.012 0.015 0.449
```
Forces are in eV/Å.

Computed properties:
HOMO level = -17.238 eV
LUMO energy = -9.9 eV
orbital gap = 7.314 eV
net charge = +3

***

| no. | energy (eV) |
| --- | --- |
| 1 | -45417.594 |
| 2 | -329382.613 |
| 3 | -59089.002 |
| 4 | -53515.731 |